1.
71
Properties=species:S:1:pos:R:3:forces:R:3:mulliken_spin:R:1 method="wB97M-V/def2-TZVPD" total_charge=+1 spin_multiplicity=6 energy_ev=-55971.2876 lumo_ev="-3.23 / -7.00" s_squared=8.7991 relative_energy_kj_mol=24.6 gap_ha="0.1918 / 0.1567"
Ir 0.726463 0.352837 1.007408 -0.9 -0.7 -1.3 1.4442
O 2.669247 0.249086 0.909879 -0.4 -1.0 -0.8 0.1990
C 3.329291 0.977069 1.798082 -0.7 -0.5 0.6 0.1379
C 4.209364 1.892675 1.284246 0.1 0.1 1.2 -0.0522
C 4.773398 2.761572 2.162579 1.4 0.9 0.1 0.1025
C 4.662997 2.635828 3.547166 0.1 0.9 0.9 -0.0283
C 3.811924 1.710553 4.076280 0.0 -1.4 0.4 0.0598
C 3.126135 0.811614 3.203262 -0.5 1.4 -0.5 0.0145
C 2.024771 0.057434 3.668246 0.1 -0.6 0.5 0.3308
N 0.930551 -0.143868 2.917870 -1.4 -0.4 2.3 0.0569
N -0.071200 -0.790194 3.547646 2.6 0.5 0.0 0.3503
C -1.169975 -0.929780 2.769995 -0.9 -0.1 0.4 0.3962
O -1.213657 -0.288132 1.643019 0.0 -0.5 -0.8 0.3398
C -2.277753 -1.655214 3.343617 2.5 2.4 -3.2 0.0807
C -2.322284 -1.969338 4.675066 -1.4 -1.6 4.5 0.2622
C -3.478686 -2.460597 5.259256 3.1 0.9 -0.1 0.0160
C -4.601975 -2.674115 4.472572 -1.5 -1.0 1.6 0.4254
C -4.561978 -2.323993 3.109787 -0.2 0.3 -2.1 0.1012
C -3.413338 -1.846622 2.553685 -2.8 -0.8 -0.8 0.1711
H 4.438289 1.879653 0.261635 0.0 0.3 -1.3 -0.0042
H 5.380383 3.571561 1.773383 0.1 -0.1 0.0 0.0075
H 5.222084 3.321308 4.209463 -0.5 -0.4 -0.5 0.0001
H 3.634467 1.601655 5.157781 0.2 0.2 -0.6 -0.0002
H 1.994529 -0.428853 4.643070 0.1 0.4 0.0 -0.0117
H -1.503408 -1.791641 5.336597 0.6 0.1 0.0 0.0289
H -3.415278 -2.675638 6.320156 -0.4 0.0 -0.1 0.0019
H -5.422450 -3.158313 5.021932 0.0 0.3 -1.0 0.0085
H -5.446686 -2.439635 2.460157 0.5 0.0 0.6 0.0018
H -3.403886 -1.566335 1.521447 0.1 0.1 -0.4 0.0637
C 0.461748 -0.821837 -4.508676 0.3 0.1 -0.6 0.0010
C 1.701264 -0.331108 -3.768487 0.0 -0.8 -1.3 -0.0008
C 2.936038 -0.460144 -4.468933 -0.2 -0.4 -0.2 0.0007
C 4.169766 -0.053392 -3.953301 -2.5 1.0 2.1 0.0015
C 4.058444 0.700547 -2.727732 -0.3 -0.1 -0.5 0.0006
C 2.824989 0.909885 -2.091358 0.7 -1.0 -0.1 -0.0053
C 1.659223 0.234331 -2.508133 0.5 0.8 0.7 0.0007
P 0.261751 0.225165 -1.285120 0.1 -0.2 -1.6 0.0326
C -0.638420 -1.374735 -1.629499 -0.1 -0.6 0.4 0.0324
C 0.143108 -2.530908 -1.806064 -0.1 -0.6 0.2 0.0258
C -0.433157 -3.820631 -1.875214 0.0 0.3 -0.3 0.0028
C -1.817976 -4.008925 -1.666376 0.8 1.3 -0.3 0.0058
C -2.614240 -2.856962 -1.480247 0.9 -0.5 -0.1 -0.0006
C -2.029687 -1.564063 -1.508373 -1.3 0.2 0.9 -0.0080
C -2.969467 -0.387386 -1.206340 -0.1 -1.0 0.0 -0.0020
C -0.678108 1.701714 -1.718782 -0.9 1.2 1.4 0.0715
C -1.119347 2.079429 -2.994521 0.5 -1.1 0.9 -0.0032
C -1.938194 3.172103 -3.157210 -0.4 -0.2 -1.3 0.0010
C -2.436453 3.885904 -2.075617 0.9 -0.4 0.2 0.0057
C -1.891359 3.608811 -0.823315 0.0 -0.6 0.3 -0.0154
C -1.007257 2.529383 -0.587708 -0.3 -0.3 -1.8 -0.1514
C -0.343195 2.315220 0.729248 1.5 1.1 0.7 0.4738
H 0.512476 -0.565380 -5.589031 0.1 0.1 0.7 -0.0002
H -0.438013 -0.372829 -4.104149 -0.1 -0.2 0.0 -0.0007
H 0.332463 -1.902246 -4.497392 0.1 -0.1 0.3 0.0004
H 2.844927 -0.989120 -5.441918 0.4 0.5 0.7 0.0001
H 5.090874 -0.290553 -4.423756 0.6 0.0 -0.3 0.0001
H 4.903575 1.124959 -2.184763 0.1 -0.1 -0.6 -0.0005
H 2.807856 1.489046 -1.172179 0.0 -0.2 -0.2 0.0025
H 1.236511 -2.462276 -1.844028 -0.4 0.1 -0.2 -0.0012
H 0.221930 -4.661873 -2.172994 -0.5 0.5 0.6 0.0000
H -2.233651 -5.013253 -1.668916 0.0 0.2 0.0 0.0000
H -3.692053 -2.993615 -1.272042 0.7 0.4 -0.3 0.0009
H -4.032491 -0.726588 -1.151283 0.9 0.2 0.2 0.0002
H -2.916309 0.327932 -1.996487 -0.1 0.6 -0.6 0.0004
H -2.630614 0.131792 -0.303804 -0.4 -0.2 0.0 -0.0011
H -0.867449 1.398062 -3.806149 -0.1 0.7 -0.1 0.0007
H -2.190330 3.392995 -4.200882 -0.3 0.2 0.6 0.0001
H -3.185439 4.649720 -2.221263 0.1 0.2 0.1 0.0002
H -2.166227 4.208508 0.028634 -0.1 0.2 0.2 -0.0014
H -0.946439 2.253822 1.636412 -0.4 0.5 -0.4 0.0073
H 0.417616 3.167932 0.842480 -0.9 -1.3 0.1 0.0183


2.
16
Properties=species:S:1:pos:R:3:forces:R:3:nbo_charge:R:1 method="wB97M-V/def2-TZVPD" spin_multiplicity=1 energy_ev=-9878.2306 smiles="CNCC(=O)OC" lumo_ev=0.93 relative_energy_kj_mol=176.6 gap_ha=0.3697
C 1.561323 0.707210 1.735375 0.0 0.0 -0.1 -0.4262
N 0.297631 -0.020953 1.901790 0.2 -0.3 -0.3 -0.6225
C 0.143681 -1.048729 0.879128 -0.1 -0.1 -0.6 -0.3200
C -0.459057 -0.298319 -0.394759 -0.5 0.6 0.2 0.7754
O -0.997728 0.766560 -0.166257 0.0 -0.2 -0.1 -0.6316
O -0.443488 -0.750607 -1.665637 -0.2 -0.1 0.5 -0.5009
C -1.295614 0.049093 -2.554565 -0.1 -0.1 -0.1 -0.2655
H 2.356439 -0.010166 1.467571 -0.2 0.4 0.1 0.1853
H 1.856801 1.193535 2.678113 -0.2 -0.1 -0.4 0.2032
H 1.439697 1.466822 0.939814 0.5 -0.2 0.2 0.1784
H -0.430128 0.630574 1.595008 0.1 0.0 0.9 0.3862
H -0.541634 -1.817272 1.283423 -0.1 0.4 -0.7 0.2297
H 1.084285 -1.577402 0.675609 -0.2 0.3 -0.2 0.2128
H -1.265933 -0.440495 -3.530061 0.2 -0.1 0.3 0.1965
H -0.975451 1.097146 -2.656124 0.2 -0.5 0.3 0.2022
H -2.330824 0.053004 -2.188428 0.4 -0.1 0.0 0.1970